(1)
This record from the Open Molecules 2025 dataset describes a molecular structure, C23H23N3O2S2. The level of theory is ωB97M-V/def2-TZVPD.

Charge   0
Spin multiplicity   1
LUMO   0.00435 hartree
E_HOMO   -7.2873 eV
Maximum force   15.0 eV Å⁻¹
Orbital gap   0.2722 hartree
Molar mass   437.6 g mol⁻¹

Each line ends with the Löwdin charge.
Cartesian coordinates (Å):
C 2.9988 2.5766 5.0142  0.022
C 2.7825 1.8068 3.6116  -0.295
C 1.8276 2.0203 2.7102  -0.042
C 1.6555 1.4275 1.6031  -0.235
C 2.5410 0.5742 1.2412  -0.122
C 3.6119 0.1536 2.3238  -0.015
C 3.6699 0.8955 3.5890  -0.052
H 4.6577 0.6689 3.9998  0.133
C 4.7180 -0.9667 1.8910  -0.061
H 5.0996 -0.8007 0.9670  -0.002
H 4.2695 -2.1060 1.8845  0.122
H 5.5404 -1.0761 2.7025  0.091
N 2.3475 -0.1394 0.1091  0.158
C 1.4648 -0.2089 -0.7168  -0.478
O 1.4516 -0.7343 -1.8273  0.032
C 0.4693 0.9525 -0.2675  -0.011
C 0.4996 1.7568 0.7551  0.061
H -0.0836 2.5021 1.0364  0.070
C -0.6064 1.0843 -1.4879  0.034
N -1.7469 0.2042 -0.9827  -0.197
C -2.0211 -0.6936 -1.9317  -0.726
N -1.1280 -1.2216 -2.6502  0.042
H -0.1542 -1.0917 -2.5826  0.075
C -1.4433 -2.3754 -3.5025  -0.185
C -0.8392 -3.5847 -3.1927  -0.240
C -0.1050 -3.8960 -2.1572  -0.134
C -0.3191 -5.0876 -1.7854  -0.174
C -1.1430 -5.8015 -2.5931  -0.021
O -1.7933 -4.6685 -3.1239  -0.026
H -1.7670 -6.6645 -2.5885  0.114
H 0.5013 -5.8581 -1.1717  0.179
H 0.7071 -3.0622 -1.7810  0.175
H -2.5032 -2.3785 -3.9314  0.125
H -0.9157 -2.0385 -4.5850  0.177
S -3.5959 -1.4263 -1.7219  0.643
C -2.4835 0.4590 0.0311  -0.227
C -3.3125 1.9387 -0.3732  -0.451
C -4.5707 1.8653 -0.8231  -0.112
C -4.9290 3.2925 -1.0657  -0.106
C -4.1281 4.1029 -0.1953  -0.631
S -3.1049 3.3563 0.5467  1.044
H -4.3611 5.1410 0.0794  0.082
H -5.8017 3.6787 -1.5749  0.086
H -4.9719 1.2857 -1.4859  0.026
H -1.7888 0.8358 0.9221  0.138
H -3.3790 -0.2100 0.1320  0.054
H -1.1474 2.2343 -1.2585  0.175
H -0.5029 1.0817 -2.4378  0.046
H 3.1738 -1.0929 -0.1312  0.298
H 1.2535 2.9285 3.1710  0.176
H 2.3384 3.3752 5.0326  0.042
H 4.0802 3.1014 4.9336  0.142
H 2.9867 1.8833 5.6395  -0.020

(2)
This record from the Open Molecules 2025 dataset describes C23H23N3O3 in the gas phase. The level of theory is ωB97M-V/def2-TZVPD.

Charge   0
SMILES string   O=C(NCC(=O)N1CCN(c2ccccc2O)CC1)c1ccc2ccccc2c1
Spin multiplicity   1
LUMO   0.00657 hartree
E_HOMO   -7.5402 eV
Maximum force   0.6 eV Å⁻¹
Orbital gap   0.2837 hartree
Molar mass   389.5 g mol⁻¹

Each line ends with the Löwdin charge.
Cartesian coordinates (Å):
O 1.7159 1.2262 -2.1279  0.058
C 2.1774 0.3928 -1.3684  -0.466
N 2.6816 0.7221 -0.1541  0.083
C 2.7622 2.0843 0.3146  -0.071
C 1.9925 2.2977 1.6200  -0.444
O 2.5780 2.6155 2.6402  0.052
N 0.6606 2.1042 1.5899  -0.040
C -0.1301 1.7234 0.4388  -0.119
C -1.5556 2.2420 0.6034  -0.146
N -2.1762 1.5995 1.7380  -0.085
C -3.5441 1.6659 1.9137  -0.167
C -4.3337 2.5640 1.1930  -0.026
C -5.7095 2.6035 1.3355  -0.103
C -6.3429 1.7480 2.2136  -0.105
C -5.5823 0.8395 2.9324  -0.038
C -4.2087 0.7785 2.7858  -0.243
O -3.4824 -0.1665 3.4716  0.036
C -1.2802 1.3086 2.8401  -0.134
C -0.0890 2.2582 2.8250  -0.110
C 2.2315 -1.0580 -1.6978  -0.128
C 2.0960 -2.0573 -0.7105  -0.030
C 2.1452 -3.3775 -1.0548  -0.021
C 2.3410 -3.7739 -2.3951  -0.165
C 2.4111 -5.1298 -2.7750  -0.034
C 2.5940 -5.4778 -4.0843  -0.078
C 2.7125 -4.4878 -5.0730  -0.079
C 2.6481 -3.1647 -4.7372  -0.029
C 2.4625 -2.7724 -3.3946  -0.152
C 2.3929 -1.4194 -3.0133  0.047
H 3.1235 0.0173 0.4135  0.142
H 2.3747 2.7267 -0.4810  0.128
H 3.8041 2.3549 0.5154  0.133
H -0.1594 0.6304 0.3393  0.135
H 0.2966 2.1330 -0.4778  0.112
H -1.5260 3.3390 0.7042  0.132
H -2.1255 1.9961 -0.2969  0.134
H -3.8647 3.2552 0.5121  0.099
H -6.2821 3.3152 0.7601  0.100
H -7.4140 1.7734 2.3386  0.099
H -6.0659 0.1460 3.6095  0.111
H -4.0937 -0.7145 3.9779  0.108
H -1.8092 1.4258 3.7858  0.126
H -0.9257 0.2712 2.7801  0.128
H 0.5876 2.0461 3.6562  0.127
H -0.4321 3.2948 2.9271  0.138
H 1.9208 -1.7786 0.3193  0.109
H 2.0316 -4.1427 -0.3001  0.114
H 2.3182 -5.8888 -2.0114  0.112
H 2.6482 -6.5184 -4.3687  0.103
H 2.8556 -4.7832 -6.1020  0.103
H 2.7382 -2.3977 -5.4926  0.114
H 2.4739 -0.6464 -3.7634  0.128

(3)
This record from the Open Molecules 2025 dataset describes a molecular structure, C23H23N5O4OsS3. The level of theory is ωB97M-V/def2-TZVPD.

Charge   0
Spin multiplicity   1
LUMO   -0.05605 hartree
E_HOMO   -7.7469 eV
Maximum force   0.3 eV Å⁻¹
Orbital gap   0.2286 hartree
Molar mass   719.9 g mol⁻¹

Each line ends with the Löwdin charge.
Cartesian coordinates (Å):
Os -0.1022 -1.1268 -1.1896  1.008
S 3.1692 -3.3897 -3.4277  0.549
C 1.8708 -2.7479 -2.7016  -1.734
S 0.9549 -3.2559 -1.3326  0.564
S 1.0663 -1.2353 -3.1364  0.567
O -1.6579 -1.4466 -2.6827  -0.197
C -2.5812 -0.6749 -2.9380  -0.154
C -2.9059 0.5784 -2.3090  -0.107
C -4.0736 1.2044 -2.7702  0.053
C -4.4924 2.3809 -2.2152  -0.149
C -3.7675 2.9888 -1.1808  0.019
C -2.6214 2.4042 -0.7241  0.016
C -2.1349 1.1837 -1.2685  -0.328
O -1.0278 0.7189 -0.8044  -0.208
N -5.7140 3.0139 -2.7068  -0.361
O -6.3246 2.4548 -3.5977  0.073
O -6.0568 4.0566 -2.1834  0.074
H -3.2434 -0.9729 -3.7606  0.147
H -4.6548 0.7562 -3.5654  0.131
H -4.1299 3.9176 -0.7640  0.124
H -2.0400 2.8563 0.0681  0.121
C -1.7152 -2.1523 -0.2834  -0.235
C -1.3296 -2.2293 1.1472  -0.307
C -0.8835 -3.4306 1.7099  -0.049
C -0.4607 -3.4861 3.0233  -0.019
C -0.4764 -2.3297 3.8050  -0.238
C -0.9358 -1.1308 3.2658  -0.028
C -1.3557 -1.0846 1.9489  -0.033
C -0.0030 -2.3688 5.1612  -0.186
N 0.3925 -2.3950 6.2402  0.157
H -2.6154 -1.5432 -0.4047  0.076
H -1.8624 -3.1309 -0.7317  0.066
H -0.8571 -4.3230 1.0972  0.117
H -0.1135 -4.4166 3.4518  0.125
H -0.9571 -0.2407 3.8808  0.124
H -1.7043 -0.1481 1.5279  0.111
C 3.2105 3.1976 -0.2684  -0.155
C 2.5083 2.6037 -1.4679  -0.163
N 1.7609 1.4318 -1.0488  0.071
C 2.1202 0.5766 -0.0689  -0.330
N 1.4734 -0.5776 0.0643  -0.097
C 2.0133 -1.5333 1.0475  -0.234
C 2.5526 -0.8237 2.2691  -0.150
C 3.6407 0.1137 1.8160  -0.148
N 3.1328 0.9683 0.7504  -0.028
C 3.9956 2.0943 0.4068  -0.145
H 2.4772 3.6075 0.4287  0.124
H 3.8792 4.0010 -0.5754  0.121
H 3.2382 2.3378 -2.2400  0.127
H 1.8042 3.3110 -1.9054  0.126
H 1.0835 1.0758 -1.7018  0.056
H 2.7947 -2.1399 0.5843  0.112
H 1.2142 -2.2112 1.3271  0.061
H 2.9477 -1.5483 2.9816  0.127
H 1.7561 -0.2637 2.7629  0.114
H 4.5110 -0.4504 1.4612  0.136
H 3.9760 0.7639 2.6259  0.125
H 4.8184 1.7586 -0.2360  0.136
H 4.4361 2.4513 1.3378  0.123

(4)
This record from the Open Molecules 2025 dataset describes a molecular structure, C23H23N6O2Se2Zn. The level of theory is ωB97M-V/def2-TZVPD.

Charge   +1
Spin multiplicity   1
LUMO   -0.15074 hartree
E_HOMO   -10.9482 eV
Maximum force   4.0 eV Å⁻¹
Orbital gap   0.2516 hartree
Molar mass   638.8 g mol⁻¹

Each line ends with the Löwdin charge.
Cartesian coordinates (Å):
Zn 0.7469 5.0046 16.1526  0.644
Se 1.8132 -0.5712 17.1591  0.745
Se 1.5705 1.9837 16.8409  0.724
C 3.0715 3.0790 17.1466  -0.719
C 4.3775 2.5800 17.4183  -0.071
C 5.4689 3.4349 17.4648  -0.051
C 5.2834 4.7416 17.0985  -0.048
C 4.0137 5.2001 16.8511  -0.065
N 2.9425 4.3631 16.9597  -0.009
C 0.3431 -0.8419 15.9398  -0.711
C 0.4869 -1.8939 14.9892  -0.102
C -0.4494 -2.0034 13.9362  -0.032
C -1.4559 -0.9947 13.8494  -0.057
C -1.4800 -0.0088 14.8234  -0.137
N -0.6260 0.0666 15.8804  -0.007
H 4.6138 1.5481 17.6048  0.096
H 6.4281 3.1235 17.8216  0.115
H 6.1507 5.3982 17.0484  0.124
H 3.8233 6.2326 16.6340  0.097
H 1.4519 -2.3391 14.8601  0.088
H -0.3875 -2.8671 13.2565  0.118
H -2.2761 -1.0836 13.1461  0.105
H -2.2758 0.7620 14.6316  0.105
N 0.2332 5.3710 18.2919  -0.033
C -0.2806 6.7404 18.3004  -0.247
C 0.8503 7.8385 18.2025  -0.061
C 1.7059 7.6832 16.9373  -0.664
O 2.7321 8.3569 16.8946  0.030
O 1.3331 6.8615 16.0250  -0.121
H -0.5020 4.7447 18.6435  0.095
H 1.1252 5.1966 18.8340  0.123
H -0.9504 6.8176 19.2033  0.124
H -1.0038 6.7886 17.4679  0.100
H 1.5353 7.5959 19.0556  0.129
H 0.5080 8.8565 18.3281  0.117
N -0.4401 5.9149 13.5101  0.154
C -1.4010 5.4178 14.3536  -0.276
C -2.7636 5.4120 14.0688  0.002
C -3.5694 4.3550 14.3960  -0.031
C -3.1518 3.4797 15.3927  -0.047
C -1.8844 3.7302 15.9196  -0.098
N -1.0377 4.6857 15.4204  0.029
C 0.8549 5.3985 13.2007  -0.275
C 1.3001 5.6028 11.8913  0.005
C 2.4111 4.8990 11.4624  -0.033
C 3.1003 4.0813 12.3830  -0.018
C 2.5586 3.9795 13.6666  -0.099
N 1.5272 4.7129 14.0899  0.089
H -0.8561 6.4270 12.7257  0.155
H -3.1774 6.1737 13.4328  0.121
H -4.4814 4.3132 13.8948  0.104
H -3.6120 2.5603 15.7836  0.120
H -1.6271 3.3021 16.8686  0.099
H 0.7808 6.3638 11.2493  0.140
H 2.7548 5.1752 10.4954  0.107
H 4.1125 3.6778 12.1702  0.127
H 2.9511 3.2613 14.3263  0.080

Q: Number 1 is which compound?
A: C23H23N3O2S2